P) Density functional theory data (ωB97M-V/def2-TZVPD) for a cluster of 2 separate species, C5H15NO in total.

Summary:
Gap between HOMO and LUMO ... 9.3934 eV
SMILES ... CCN(C)CC.O

```
22
C5H15NO, DFT ωB97M-V/def2-TZVPD
C -1.65 0.71 -1.25
C -1.36 1.31 0.13
N -0.50 0.60 1.06
C -1.02 -0.72 1.35
C 0.91 0.68 0.52
C 1.91 -0.36 1.08
H -1.68 -0.39 -1.24
H -2.63 1.08 -1.54
H -0.91 0.88 -2.05
H -2.38 1.32 0.56
H -1.08 2.36 0.05
H -1.33 -1.40 0.53
H -1.74 -0.71 2.17
H -0.31 -1.51 1.65
H 1.12 1.72 0.76
H 0.92 0.60 -0.58
H 2.71 0.18 1.59
H 2.52 -0.61 0.19
H 1.52 -1.21 1.61
O 1.43 -1.67 -2.31
H 1.31 -2.62 -2.20
H 1.36 -1.20 -1.48
```

=====

Q) Density functional theory data (ωB97M-V/def2-TZVPD) for a cluster of 2 separate species, C5H15NO in total.

Summary:
Gap between HOMO and LUMO ... 8.8805 eV
SMILES ... CC(C)N(C)C.O

```
22
C5H15NO, DFT ωB97M-V/def2-TZVPD
C -0.40 1.37 0.25
C -0.38 0.52 -1.03
C 0.21 1.31 -2.20
N 0.35 -0.74 -0.87
C -0.40 -1.86 -0.36
C 1.65 -0.63 -0.29
H -1.34 1.91 0.30
H 0.46 2.03 0.33
H -0.40 0.67 1.10
H -1.40 0.27 -1.33
H -0.39 2.20 -2.36
H 1.21 1.68 -1.94
H 0.34 0.63 -3.04
H -1.27 -2.05 -1.00
H 0.24 -2.73 -0.34
H -0.81 -1.73 0.64
H 2.16 -1.59 -0.41
H 1.61 -0.53 0.82
H 2.28 0.14 -0.69
O -1.13 -0.66 4.16
H -1.09 -0.07 3.38
H -1.51 -0.12 4.86
```

=====

R) Density functional theory data (ωB97M-V/def2-TZVPD) for a cluster of 2 separate species, C5H15NO in total.

Summary:
Gap between HOMO and LUMO ... 9.2836 eV
SMILES ... CCNC(C)C.O

```
22
C5H15NO, DFT ωB97M-V/def2-TZVPD
C 0.59 1.74 -0.55
C 0.29 0.25 -0.31
N -0.65 0.10 0.80
C -0.85 -1.25 1.31
C -1.60 -2.12 0.30
C -1.57 -1.20 2.66
H 1.51 2.08 -0.10
H -0.27 2.33 -0.21
H 0.54 1.93 -1.63
H 0.00 -0.23 -1.25
H 1.20 -0.27 -0.02
H -1.45 0.66 0.55
H 0.18 -1.59 1.39
H -1.61 -3.19 0.47
H -2.58 -1.70 0.08
H -1.10 -2.05 -0.68
H -1.34 -2.10 3.25
H -1.22 -0.33 3.21
H -2.63 -1.19 2.44
O 3.94 2.51 -3.61
H 4.30 3.41 -3.63
H 4.30 2.22 -4.46
```

=====

S) Density functional theory data (ωB97M-V/def2-TZVPD) for a cluster of 2 separate species, C5H15NO in total.

Summary:
Gap between HOMO and LUMO ... 10.5831 eV
SMILES ... CC(C)[C@H](C)N.O

```
22
C5H15NO, DFT ωB97M-V/def2-TZVPD
C 1.80 -1.44 -0.32
C 1.33 -0.54 0.82
C 0.76 -1.41 1.92
C 0.35 0.55 0.26
C -0.33 1.32 1.42
N -0.73 0.08 -0.66
H 2.29 -0.96 -1.13
H 0.96 -1.85 -0.91
H 2.32 -2.28 0.10
H 2.14 0.11 1.15
H 0.51 -0.87 2.84
H -0.20 -1.85 1.64
H 1.49 -2.16 2.23
H 0.98 1.23 -0.31
H 0.42 1.93 1.92
H -1.15 1.91 1.00
H -0.74 0.59 2.12
H -0.29 0.06 -1.58
H -0.91 -0.88 -0.40
O -2.61 1.33 -2.96
H -2.05 0.56 -2.83
H -2.48 1.81 -2.14
```

=====

Order from most stable to least stable according to the calculation: S), R), Q), P)

=====

P) Density functional theory data (ωB97M-V/def2-TZVPD) for a cluster of 2 separate species, C5H15NO in total.

Summary:
Gap between HOMO and LUMO ... 8.7482 eV
SMILES ... CC(C)N(C)C.O

```
22
C5H15NO, DFT ωB97M-V/def2-TZVPD
C -0.29 1.85 0.12
C 0.59 0.74 -0.50
C 0.20 -0.70 0.15
N 0.54 0.73 -1.94
C 0.96 1.80 -2.70
C -0.58 -0.08 -2.53
H -0.15 1.92 1.22
H -1.36 1.65 -0.07
H -0.02 2.77 -0.40
H 1.71 0.97 -0.16
H 0.39 -0.52 1.26
H -0.75 -1.13 0.05
H 0.87 -1.44 -0.19
H 1.78 2.33 -2.18
H 1.35 1.53 -3.68
H 0.33 2.79 -2.95
H -0.38 -0.14 -3.54
H -1.57 0.43 -2.34
H -0.48 -1.07 -2.17
O -1.02 -3.64 6.26
H -0.70 -4.27 5.56
H -1.89 -3.54 5.88
```

=====

Q) Density functional theory data (ωB97M-V/def2-TZVPD) for a cluster of 2 separate species, C5H15NO in total.

Summary:
Gap between HOMO and LUMO ... 9.9466 eV
SMILES ... CCCNCC.O

```
22
C5H15NO, DFT ωB97M-V/def2-TZVPD
C -1.33 2.49 -0.81
C -0.46 1.40 -1.48
C 0.44 0.69 -0.51
N -0.28 -0.32 0.29
C 0.61 -1.26 0.94
C 1.40 -0.73 2.15
H -1.51 2.24 0.22
H -0.81 3.44 -0.84
H -2.29 2.60 -1.33
H 0.14 1.87 -2.25
H -1.11 0.66 -1.96
H 1.28 0.26 -1.05
H 0.98 1.37 0.16
H -0.78 0.22 0.99
H 1.25 -1.76 0.22
H -0.02 -2.08 1.29
H 1.32 -1.45 2.97
H 0.99 0.22 2.50
H 2.48 -0.64 2.04
O -0.49 -3.27 -0.97
H -0.64 -3.30 -1.93
H -1.14 -2.64 -0.65
```

=====

R) Density functional theory data (ωB97M-V/def2-TZVPD) for a cluster of 2 separate species, C5H15NO in total.

Summary:
Gap between HOMO and LUMO ... 10.0259 eV
SMILES ... CCNC(C)C.O

```
22
C5H15NO, DFT ωB97M-V/def2-TZVPD
C 1.29 1.11 -1.75
C 0.18 0.05 -1.74
N 0.07 -0.64 -0.41
C -1.25 -0.56 0.24
C -1.74 -1.96 0.62
C -1.22 0.49 1.35
H 1.87 1.03 -2.68
H 0.85 2.11 -1.74
H 1.95 0.95 -0.91
H 0.42 -0.77 -2.42
H -0.78 0.46 -2.02
H 0.29 -1.61 -0.61
H -2.03 -0.23 -0.47
H -2.53 -1.94 1.36
H -0.91 -2.58 0.99
H -1.98 -2.48 -0.32
H -2.17 0.38 1.89
H -1.22 1.46 0.84
H -0.38 0.49 2.03
O 2.36 1.28 1.45
H 2.06 0.38 1.62
H 1.90 1.65 0.71
```

=====

S) Density functional theory data (ωB97M-V/def2-TZVPD) for a structure of composition C5H15NO.

Summary:
Gap between HOMO and LUMO ... 6.0102 eV

```
22
C5H15NO, DFT ωB97M-V/def2-TZVPD
C 0.90 -1.59 0.25
C -0.13 -0.91 -0.51
C 0.17 0.63 -0.62
C -1.10 1.21 -1.27
C 0.33 1.30 0.78
N -2.22 -0.70 0.92
H 1.97 -1.17 -0.09
H 0.88 -2.68 0.23
H 0.83 -1.26 1.29
H -0.31 -1.17 -1.55
H 1.16 0.63 -1.08
H -1.89 1.08 -0.54
H -0.97 2.27 -1.53
H -1.37 0.68 -2.19
H 0.59 2.35 0.79
H 1.13 0.74 1.26
H -0.57 1.06 1.34
H -2.21 0.03 1.61
H -1.26 -0.98 0.16
H 3.86 -0.05 -0.42
H -2.75 -1.49 1.27
O 2.95 0.01 -0.10
```

=====

Order from most stable to least stable according to the calculation: Q), R), P), S)

=====

P) Density functional theory data (ωB97M-V/def2-TZVPD) for a cluster of 2 separate species, C5H15NO in total.

Summary:
Gap between HOMO and LUMO ... 8.5766 eV
SMILES ... CC(C)N(C)C.O

```
22
C5H15NO, DFT ωB97M-V/def2-TZVPD
C 0.02 -0.34 1.59
C -0.70 -0.82 0.21
C -1.59 -2.06 0.56
N -1.36 0.21 -0.62
C -0.81 0.25 -1.94
C -1.91 1.39 -0.06
H 0.77 -1.20 1.89
H -0.86 -0.33 2.27
H 0.48 0.65 1.42
H 0.10 -1.18 -0.29
H -1.25 -2.39 1.58
H -2.71 -1.96 0.38
H -1.27 -2.82 -0.18
H 0.22 0.54 -2.04
H -1.18 -0.54 -2.67
H -1.23 1.04 -2.69
H -2.25 2.05 -0.79
H -1.30 1.99 0.65
H -2.81 1.24 0.51
O 5.40 1.09 0.22
H 4.78 0.39 -0.12
H 4.78 1.81 0.52
```

=====

Q) Density functional theory data (ωB97M-V/def2-TZVPD) for a cluster of 2 separate species, C5H15NO in total.

Summary:
Gap between HOMO and LUMO ... 8.7844 eV
SMILES ... CNCC(C)C.O

```
22
C5H15NO, DFT ωB97M-V/def2-TZVPD
C -0.26 2.24 0.86
N -0.68 0.78 0.97
C 0.29 -0.15 1.11
C -0.25 -1.65 0.79
C -1.55 -1.98 1.48
C 0.81 -2.79 1.21
H -1.01 2.83 1.28
H 0.65 2.32 1.52
H 0.00 2.52 -0.21
H -1.56 0.43 1.30
H 1.07 0.24 0.32
H 0.96 -0.20 2.01
H -0.42 -1.61 -0.24
H -1.79 -3.00 1.04
H -1.39 -2.15 2.60
H -2.34 -1.22 1.35
H 1.79 -2.53 0.74
H 1.09 -2.81 2.30
H 0.30 -3.65 0.80
O 1.23 2.99 -5.51
H 2.21 3.01 -5.63
H 1.04 2.46 -4.66
```

=====

Order from most stable to least stable according to the calculation: Q), P)

=====

P) Density functional theory data (ωB97M-V/def2-TZVPD) for a cluster of 2 separate species, C6H9N3O in total.

Summary:
Gap between HOMO and LUMO ... 10.2137 eV
SMILES ... [H]/N=C1/C=CCCC1.N#[N+][O-]

```
19
C6H9N3O, DFT ωB97M-V/def2-TZVPD
H 0.70 2.52 -2.33
N -0.23 2.34 -1.88
C -0.19 1.49 -0.97
C -1.38 1.15 -0.17
C -1.43 0.27 0.84
C -0.39 -0.77 1.04
C 0.62 -0.69 -0.12
C 1.04 0.71 -0.58
H -2.20 1.81 -0.65
H -2.23 0.25 1.64
H -0.07 -0.63 2.09
H -0.94 -1.66 0.85
H 1.42 -1.40 0.08
H 0.16 -1.15 -1.06
H 1.73 0.66 -1.55
H 1.54 1.41 0.29
N -0.85 1.63 3.33
N -0.55 2.59 2.83
O -0.33 3.59 2.31
```

=====

Q) Density functional theory data (ωB97M-V/def2-TZVPD) for the molecule C6H9N3O.

Summary:
Gap between HOMO and LUMO ... 8.9781 eV
SMILES ... CC(=O)Nc1nccn1C

```
19
C6H9N3O, DFT ωB97M-V/def2-TZVPD
C -2.50 -1.29 0.10
C -2.30 0.15 -0.04
O -3.18 1.05 -0.18
N -0.98 0.62 -0.17
C 0.16 -0.06 -0.14
N 0.27 -1.41 -0.16
C 1.65 -1.64 -0.13
C 2.37 -0.57 -0.09
N 1.41 0.51 -0.04
C 1.68 1.93 0.02
H -2.18 -1.54 1.03
H -2.38 -1.97 -0.60
H -3.66 -1.55 0.16
H -0.97 1.67 -0.17
H 2.12 -2.61 0.03
H 3.54 -0.39 -0.01
H 2.74 2.12 0.25
H 1.32 2.56 -0.81
H 0.88 2.43 0.95
```

=====

R) Density functional theory data (ωB97M-V/def2-TZVPD) for the molecule C6H9N3O.

Summary:
Gap between HOMO and LUMO ... 9.4103 eV
SMILES ... C/[N+]([O-])=C/Cn1ccnc1

```
19
C6H9N3O, DFT ωB97M-V/def2-TZVPD
C 2.86 0.81 0.86
N 1.87 -0.11 0.12
O 1.90 -1.26 0.50
C 1.06 0.40 -0.75
C -0.13 -0.62 -1.30
N -1.33 -0.31 -0.60
C -1.74 -1.01 0.49
C -2.83 -0.39 1.02
N -3.08 0.69 0.28
C -2.21 0.76 -0.73
H 3.38 1.61 0.18
H 2.60 1.19 1.80
H 3.69 0.19 1.19
H 0.94 1.41 -0.91
H -0.24 -0.64 -2.32
H 0.17 -1.61 -0.90
H -1.25 -1.86 0.84
H -3.62 -0.61 1.81
H -2.02 1.35 -1.57
```

=====

Order from most stable to least stable according to the calculation: Q), P), R)

=====

P) Density functional theory data (ωB97M-V/def2-TZVPD) for the molecule C6H9N3O.

Summary:
Gap between HOMO and LUMO ... 10.0146 eV
SMILES ... CC[C@](C)(O)C1(C#N)N=N1

```
19
C6H9N3O, DFT ωB97M-V/def2-TZVPD
C -0.15 -0.44 1.89
C -0.45 0.18 0.56
C 0.44 -0.30 -0.57
C 0.48 0.44 -1.97
O 0.23 -1.64 -0.94
C 2.20 -0.25 -0.06
C 2.64 1.11 -0.06
N 2.85 2.24 0.02
N 2.55 -1.26 0.93
N 2.94 -1.43 -0.22
H -0.66 0.09 2.69
H 0.97 -0.26 2.15
H -0.31 -1.46 1.82
H -0.23 1.26 0.72
H -1.55 -0.05 0.38
H -0.52 0.21 -2.47
H 0.54 1.54 -1.76
H 1.33 -0.13 -2.47
H -0.39 -2.20 -0.35
```

=====

Q) Density functional theory data (ωB97M-V/def2-TZVPD) for a structure of composition C6H9N3O.

Summary:
Gap between HOMO and LUMO ... 9.5659 eV

```
19
C6H9N3O, DFT ωB97M-V/def2-TZVPD
C -2.63 -2.80 -0.86
C -1.92 -0.99 -0.29
C 0.53 1.50 0.09
C -0.87 1.28 -0.61
C 0.30 0.08 0.58
C 1.05 -0.90 -0.26
N -1.85 -2.21 0.05
N -3.23 -1.93 -1.66
N -1.06 0.08 0.14
O -2.87 -0.75 -1.28
H -2.55 -3.84 -1.02
H 1.32 1.69 -0.73
H 0.39 2.40 0.68
H -1.54 1.97 -0.29
H -0.86 0.96 -1.73
H 0.47 -0.24 1.69
H 0.89 -0.67 -1.30
H 0.49 -1.88 -0.10
H 2.14 -0.89 -0.19
```

=====

Order from most stable to least stable according to the calculation: Q), P)

=====

P) Density functional theory data (ωB97M-V/def2-TZVPD) for a cluster of 2 separate species, C6H11N in total.

Summary:
Gap between HOMO and LUMO (alpha / beta) ... 8.6886 / 8.7779 eV

```
18
C6H11N, DFT ωB97M-V/def2-TZVPD
C 2.23 0.40 -0.09
C 1.12 -0.62 -0.26
C -0.30 -0.03 -0.15
C -2.65 -1.62 0.94
C -0.62 1.01 -1.22
C -0.51 0.54 1.20
N -0.66 0.98 2.26
H 2.22 1.16 -0.88
H 3.21 -0.09 -0.11
H 2.14 0.92 0.88
H 1.23 -1.42 0.48
H 1.19 -1.10 -1.25
H -2.15 -1.83 1.92
H -3.23 -0.71 1.18
H -1.02 -0.87 -0.25
H -1.67 1.33 -1.16
H 0.01 1.90 -1.11
H -0.45 0.58 -2.21
```

=====

Q) Density functional theory data (ωB97M-V/def2-TZVPD) for a structure of composition C6H11N.

Summary:
Gap between HOMO and LUMO ... 10.0954 eV

```
18
C6H11N, DFT ωB97M-V/def2-TZVPD
C 2.08 -0.50 -0.21
C 0.67 -0.02 0.26
C 0.35 1.29 -0.08
C -1.24 1.27 0.01
C -1.60 -0.17 -0.45
C -1.39 -1.40 0.27
H 1.96 -1.00 -1.46
H 3.00 0.34 -0.29
H 2.61 -1.46 0.65
H 0.62 -0.43 1.22
H 1.04 1.74 -0.85
H 0.49 1.91 0.98
H -1.50 1.41 1.00
H -1.72 1.90 -0.71
H -2.29 -0.24 -1.31
H -1.07 -1.32 1.46
H -1.77 -2.37 -0.02
N -0.23 -0.95 -0.47
```

=====

R) Density functional theory data (ωB97M-V/def2-TZVPD) for the molecule C6H11N.

Summary:
Gap between HOMO and LUMO ... 11.7752 eV
SMILES ... CCC(C#N)CC

```
18
C6H11N, DFT ωB97M-V/def2-TZVPD
C -2.55 0.21 0.12
C -1.32 -0.61 -0.27
C 0.00 0.03 0.13
C 0.06 1.41 -0.42
N 0.08 2.43 0.12
C 1.28 -0.71 -0.25
C 2.56 0.03 0.15
H -3.46 -0.34 -0.14
H -2.58 1.17 -0.39
H -2.58 0.42 1.20
H -1.36 -1.60 0.21
H -1.29 -0.75 -1.36
H 0.00 0.19 1.22
H 1.24 -1.68 0.25
H 1.25 -0.86 -1.33
H 2.59 0.26 1.22
H 3.43 -0.58 -0.08
H 2.66 0.98 -0.39
```

=====

Order from most stable to least stable according to the calculation: R), P), Q)